# 1
37
Properties=species:S:1:pos:R:3 method="wB97M-V/def2-TZVPD" e_above_lowest_ev=0.897 e_homo_ev=-9.1979 smiles="Cc1ccc(/C=C/C(=O)O)cc1S(=O)(=O)N(C)CCO" max_force_ev_per_a=1.1 orbital_gap_ha=0.32257
C 3.222 -0.562 0.148
H -1.882 -0.796 1.871
H -4.364 0.646 -0.045
H 2.666 -3.136 0.524
C -1.920 -3.179 -0.071
O 5.027 2.491 -0.276
H -1.542 2.911 0.149
H -3.435 2.327 -1.135
C -0.481 -1.086 -0.249
C 1.912 -1.175 0.083
S -1.800 0.088 -0.606
O -3.080 -0.556 -0.799
C 3.526 0.719 -0.096
C 1.784 -2.552 0.307
H -2.390 2.731 1.705
N -1.783 0.972 0.818
H 0.772 0.600 -0.386
H 0.478 -4.231 0.416
H 4.041 -1.218 0.420
O 5.864 0.507 0.320
C 0.749 -0.459 -0.196
C -2.257 0.221 1.962
H 5.952 2.771 -0.202
C -3.631 2.437 -0.063
H -4.061 3.426 0.119
O -4.587 1.499 0.362
H -2.716 -2.541 -0.438
H -2.179 -3.527 0.930
O -1.347 0.952 -1.653
H -1.838 -4.055 -0.711
C -0.615 -2.453 -0.033
H 2.803 1.465 -0.384
C -2.290 2.331 0.694
C 0.554 -3.167 0.245
C 4.914 1.184 0.012
H -3.348 0.198 2.029
H -1.849 0.669 2.869

=====

# 2
34
Properties=species:S:1:pos:R:3 method="wB97M-V/def2-TZVPD" e_above_lowest_ev=0.282 e_homo_ev=-8.6534 smiles="CC1(C)[C@H]2CC[C@H](C2)[C@H]1/C=C1/SC(=S)NC1=O" max_force_ev_per_a=3.1 orbital_gap_ha=0.29438
O -2.830 -1.495 -1.056
H -0.774 2.288 -1.747
H 1.049 1.832 1.468
C 0.304 2.045 -1.807
S -5.405 -2.510 3.045
H 2.963 0.875 1.130
C 2.863 0.144 0.343
N -4.189 -1.873 0.671
C -0.123 -0.037 -0.350
S -2.904 -0.868 2.752
C -3.033 -1.358 0.133
C -2.136 -0.770 1.138
H 1.498 -0.965 1.673
H 2.647 -1.251 -1.866
C 1.956 -1.059 0.717
H 1.181 -0.526 -2.535
C 0.952 -1.151 -0.430
C 2.163 0.666 -0.893
H 2.600 -1.984 0.750
H 0.507 -2.137 -0.550
C 1.791 -0.637 -1.621
H 1.229 3.170 0.346
H -0.480 0.300 1.854
H -0.778 -0.125 -1.195
H -0.386 2.509 0.772
H 0.422 1.521 -2.746
H 2.774 1.413 -1.436
H 3.885 -0.176 0.142
C 0.746 1.229 -0.562
C 0.681 2.257 0.562
H -4.840 -2.424 0.089
C -0.885 -0.171 0.972
H 0.828 2.999 -1.818
C -4.276 -1.731 2.057

=====

# 3
36
Properties=species:S:1:pos:R:3 method="wB97M-V/def2-TZVPD" e_homo_ev=-5.2519 max_force_ev_per_a=1.9 orbital_gap_ha=0.30409 charge=-1
O 1.240 -1.945 0.769
H 3.377 -3.019 -2.326
H -5.338 1.509 0.523
Br -0.380 -2.534 -2.143
H 0.313 -0.651 3.192
H 4.115 -2.117 -0.990
H -0.310 1.680 3.632
H -3.812 3.289 1.747
H -4.092 1.629 -0.748
H 2.220 0.281 1.109
C 3.723 -0.973 -2.805
C 3.348 -2.071 -1.769
H -1.927 3.515 3.313
C 0.445 -0.809 1.022
H -2.493 -0.614 0.810
C 1.266 0.403 0.556
C 2.680 -0.859 -3.940
H 0.829 1.383 0.768
H 3.187 -0.984 -4.896
Cl 1.853 0.735 -4.012
C -3.109 2.477 1.909
H 3.839 -0.013 -2.301
O 1.565 0.152 -0.798
H -4.465 0.057 -0.092
H -0.929 -1.682 2.380
C -2.375 0.306 1.375
H -0.338 -0.864 0.231
C -0.355 -0.754 2.330
H 1.915 -1.632 -3.864
H 4.671 -1.221 -3.300
C -1.313 0.413 2.244
C -3.283 1.315 1.182
C -2.061 2.581 2.773
C -1.154 1.575 2.961
Al 1.534 -1.664 -1.012
C -4.385 1.110 0.171

=====

# 4
42
Properties=species:S:1:pos:R:3 method="wB97M-V/def2-TZVPD" e_above_lowest_ev=0.218 e_homo_ev=-11.0541 max_force_ev_per_a=1.0 orbital_gap_ha=0.19202 charge=+1
H 2.021 -4.291 -1.166
N 1.158 -0.540 0.148
H 0.309 -3.189 2.006
C 0.042 -2.478 -0.407
C 2.479 0.886 4.712
S -2.183 0.634 0.465
H 0.562 -4.654 -2.114
H 2.092 -2.075 -0.975
C 0.704 -1.611 -3.391
As -2.858 2.685 0.052
S -2.904 3.879 1.656
N 1.996 -0.896 1.187
C -1.260 -4.519 0.031
H 0.188 -1.407 -5.467
C 0.121 -3.880 -0.127
H -1.151 -5.536 0.407
H -0.889 -1.945 -0.188
H 1.330 -2.484 -3.517
C 0.061 -1.012 -4.468
H -1.288 0.558 -5.053
S 0.690 1.192 2.179
H 2.914 1.806 4.328
H 1.043 -5.702 -0.779
H -1.496 1.454 -2.733
H 0.845 -4.837 1.629
H 1.864 -3.429 1.203
H -1.880 -3.961 0.736
S 2.796 -0.493 3.600
S 0.580 3.008 -0.567
C 1.127 -1.587 -0.864
N -0.200 0.060 -1.935
S -3.379 3.033 -1.870
H 1.415 1.013 4.898
C 1.827 -0.095 2.199
H 2.969 0.611 5.644
C -0.864 0.604 -2.963
Tc 0.104 1.062 -0.093
C 0.999 -4.667 -1.116
C 0.847 -3.803 1.282
C 0.546 -1.044 -2.147
C -0.743 0.089 -4.245
H -1.782 -4.565 -0.926

=====

# 5
58
Properties=species:S:1:pos:R:3 method="wB97M-V/def2-TZVPD" e_above_lowest_ev=0.000 e_homo_ev=-8.8927 smiles="CC[C@@H](I)P(F)(COC)(CC(=O)OC(C)=O)P(O)(O)=S.ClC(Cl)(Cl)Cl.ClC(Cl)(Cl)Cl.ClC(Cl)(Cl)Cl.ClC(Cl)(Cl)Cl" max_force_ev_per_a=1.0 orbital_gap_ha=0.32186
C 1.253 -1.412 5.653
O 0.057 -2.692 -1.800
C 0.555 -0.040 -2.374
C 0.486 1.198 3.049
H -2.296 -1.875 -0.479
H 0.482 -2.154 5.890
Cl 1.351 4.676 -4.317
C 1.006 -2.398 0.368
H -0.326 0.668 3.559
H -1.222 1.097 -2.380
H 0.736 -3.038 3.306
I 2.209 1.642 0.594
Cl -0.224 2.687 -5.666
Cl -1.463 4.418 -3.720
Cl 4.455 3.639 -4.211
Cl -2.749 -4.461 -2.321
H 0.870 -0.416 5.914
H 0.363 -3.263 0.568
P -1.506 -1.474 1.464
C -0.240 1.134 -1.909
H -3.189 -0.386 2.136
H -0.354 -1.730 3.846
Cl 3.192 1.223 -3.344
H -0.299 1.221 -0.827
H -0.219 2.955 4.093
P 0.757 -1.195 1.739
H -0.540 2.995 2.346
C 4.693 2.140 -3.311
O 1.168 -0.760 -1.338
Cl -5.037 1.193 1.108
H 1.087 3.294 2.957
O -2.236 -0.321 2.328
C 0.610 0.653 1.616
C 0.637 -1.952 3.435
Cl -2.482 -6.778 -4.007
Cl -2.610 2.488 0.238
H 2.046 -2.723 0.448
S -2.152 -3.264 1.887
C -0.239 4.317 -4.995
O -1.866 -1.103 -0.070
H -0.311 0.903 1.082
H 1.410 0.978 3.591
Cl 5.135 2.521 -1.641
C 0.185 2.696 3.110
Cl -0.624 5.488 -6.260
H 2.134 -1.630 6.260
C 0.673 -1.997 -1.040
Cl -4.096 0.849 -1.619
O 1.641 -1.458 4.289
C -4.226 1.970 -0.265
Cl -5.159 3.382 -0.752
F 2.409 -1.091 1.925
O 0.730 -0.318 -3.511
Cl 5.981 1.194 -4.063
Cl -1.017 -4.370 -4.630
C -1.625 -5.388 -3.328
Cl -0.280 -5.957 -2.339
H 0.279 2.026 -2.282

=====

# 6
37
Properties=species:S:1:pos:R:3 method="wB97M-V/def2-TZVPD" e_above_lowest_ev=2.890 e_homo_ev="-3.0439 / -4.7912" max_force_ev_per_a=6.1 spin_multiplicity=5 orbital_gap_ha="0.21271 / 0.27686" charge=-1
Cl -2.461 0.022 0.747
C 0.495 2.855 2.316
C -1.446 -2.116 -1.162
C 2.402 1.379 1.925
H 1.397 -2.008 -0.068
C 0.777 -2.862 -0.394
C -0.987 -2.159 -2.592
H -1.230 2.288 1.056
H -0.935 -2.203 0.849
H -0.320 -1.275 -2.796
H 3.449 1.082 2.019
Co -1.611 0.071 -1.228
H -2.455 -1.711 -1.059
C 1.116 -3.176 -1.858
C -0.204 2.086 1.356
H -0.048 5.407 4.352
H -1.822 -2.089 -3.300
H 2.431 3.036 3.273
O -1.446 4.107 2.800
C -0.646 -2.482 -0.168
H -3.522 1.205 -1.915
Cl 0.410 0.454 -1.905
C -0.254 3.931 3.012
C -2.415 1.245 -2.148
N 0.431 4.658 3.924
H 1.104 -3.648 0.291
N 0.340 1.016 0.822
H 1.921 -0.310 0.588
H 0.279 -3.433 -3.814
H -2.289 0.837 -3.206
H 1.447 4.673 3.965
H 1.687 -2.304 -2.182
H -0.683 -4.251 -2.497
H 1.773 -4.038 -1.880
C 1.575 0.609 1.073
C -0.083 -3.373 -2.774
C 1.823 2.477 2.574